{"formula": "C4H7O3PS", "method": "ωB97M-V with the def2-TZVPD basis set", "symbols": ["O", "C", "C", "C", "O", "C", "O", "P", "S", "H", "H", "H", "H", "H", "H", "H"], "positions_angstrom": [[2.2120, -2.0344, 1.0684], [2.1264, -1.3870, 0.0938], [1.4379, -0.0202, 0.0267], [-0.0465, -0.0956, -0.3522], [-0.7843, -1.0462, 0.4486], [-2.1425, -0.9269, 0.2704], [-2.7120, -1.5045, -0.5562], [-0.7680, 1.6347, -0.0097], [0.5327, 3.0558, -0.3838], [2.6189, -1.7972, -0.8218], [1.5663, 0.5504, 0.9589], [1.9437, 0.5683, -0.7547], [-0.2077, -0.3225, -1.4193], [-2.7420, -0.2930, 0.9575], [-1.1643, 1.7390, 1.3482], [-1.8707, 1.8791, -0.8750]], "forces_ev_per_a": [[-0.009, -1.114, 2.307], [-0.023, 0.894, -1.836], [0.096, -0.077, -0.338], [-0.766, 0.496, 0.454], [0.367, 0.521, 0.249], [0.588, 0.855, 1.714], [-1.409, -1.675, -2.451], [1.504, 1.623, -0.976], [-0.191, -0.220, 0.047], [-0.373, 0.529, -0.182], [0.010, -0.511, -0.093], [-0.295, -0.104, 0.216], [0.113, 0.094, 0.284], [0.887, 0.082, 0.327], [-0.358, -0.679, -0.385], [-0.142, -0.714, 0.663]], "smiles": "O=CC[C@@H](OC=O)[PH2]=S", "multiplicity": 1, "e_tot_ev": -30526.1304}